ORCA calculation (ωB97M-V/def2-TZVPD) on a 6-piece molecular cluster, C25H38F15INO12P overall at a distorted geometry.

Values from the calculation:
Calculated total energy: -4070.17664 Eh
LUMO level: -0.04 eV
HOMO: -8.992 eV
HOMO-LUMO gap: 8.951 eV
Structure (SMILES): CCOC(=O)C(F)(F)F.CCOC(=O)C(F)(F)F.CCOC(=O)C(F)(F)F.CCOC(=O)C(F)(F)F.CCOC(=O)C(F)(F)F.C[C@H](O)CNCCOPI
2S+1: 1
Max |F|: 1.0 eV/A

CARTESIAN COORDINATES (ANGSTROEM)
C 0.581 2.608 4.327
C 0.883 2.147 2.914
O -0.075 2.659 1.999
C 0.907 0.621 2.847
N 1.044 0.132 1.473
C 2.416 0.267 0.952
C 2.476 1.443 -0.005
O 3.777 1.713 -0.548
P 4.901 2.039 0.624
I 5.529 4.408 0.556
H -0.439 2.330 4.567
H 0.706 3.680 4.393
H 1.258 2.115 5.020
H 1.849 2.523 2.585
H -0.792 2.015 1.922
H 1.693 0.261 3.518
H -0.042 0.243 3.224
H 0.873 -0.864 1.523
H 2.640 -0.628 0.379
H 3.111 0.344 1.785
H 1.855 1.178 -0.854
H 2.025 2.339 0.411
H 6.050 1.439 0.042
C -1.219 2.276 -0.693
C -1.326 2.156 -2.197
O -2.331 1.192 -2.576
C -3.583 1.624 -2.587
O -3.967 2.724 -2.327
C -4.508 0.481 -3.034
F -4.185 -0.668 -2.415
F -4.401 0.285 -4.358
F -5.781 0.759 -2.757
H -1.035 1.297 -0.250
H -0.404 2.939 -0.419
H -2.143 2.671 -0.268
H -0.395 1.781 -2.617
H -1.536 3.117 -2.666
C 9.933 -1.228 2.557
C 10.204 -0.233 3.664
O 9.135 0.727 3.776
C 8.073 0.335 4.466
O 7.917 -0.724 4.997
C 7.050 1.479 4.530
F 6.895 2.062 3.332
F 7.457 2.415 5.402
F 5.860 1.029 4.931
H 9.751 -0.709 1.615
H 10.785 -1.894 2.431
H 9.053 -1.831 2.778
H 11.095 0.351 3.443
H 10.361 -0.728 4.620
C 4.631 1.910 -3.928
C 3.448 2.842 -4.061
O 3.161 3.136 -5.443
C 2.441 2.231 -6.090
O 2.010 1.210 -5.644
C 2.188 2.706 -7.529
F 3.305 3.198 -8.084
F 1.256 3.675 -7.532
F 1.750 1.701 -8.286
H 5.502 2.320 -4.441
H 4.873 1.767 -2.877
H 4.423 0.936 -4.371
H 3.666 3.801 -3.597
H 2.562 2.435 -3.576
C -4.594 -3.425 -0.241
C -3.769 -3.786 -1.456
O -2.527 -4.416 -1.076
C -2.587 -5.712 -0.808
O -3.557 -6.408 -0.849
C -1.182 -6.230 -0.463
F -0.546 -5.396 0.375
F -0.446 -6.338 -1.582
F -1.249 -7.429 0.113
H -4.011 -2.805 0.441
H -5.489 -2.878 -0.537
H -4.901 -4.316 0.305
H -3.488 -2.890 -2.001
H -4.321 -4.428 -2.140
C -11.266 -1.634 0.278
C -10.272 -0.746 0.994
O -9.481 -1.500 1.934
C -8.446 -2.154 1.427
O -8.109 -2.180 0.280
C -7.680 -2.866 2.553
F -8.512 -3.487 3.400
F -6.962 -1.974 3.258
F -6.843 -3.769 2.045
H -11.888 -2.166 0.999
H -11.909 -1.036 -0.366
H -10.758 -2.377 -0.334
H -10.788 0.005 1.588
H -9.621 -0.225 0.294

***

ORCA calculation (ωB97M-V/def2-TZVPD) on C16H20N4O4 as an isolated structure at a distorted geometry.

Values from the calculation:
Calculated total energy: -1141.09947 Eh
LUMO level: 0.05 eV
HOMO: -7.795 eV
HOMO-LUMO gap: 7.840 eV
2S+1: 1
Energy relative to the best compared isomer or geometry (same formula, charge and spin): 1806.4 kJ/mol
Max |F|: 18.3 eV/A

CARTESIAN COORDINATES (ANGSTROEM)
O -1.293 -3.911 0.901
C -1.757 -2.959 0.331
N -3.121 -2.899 0.071
C -4.018 -2.031 -0.444
O -5.236 -2.328 -0.735
N -3.469 -0.917 -0.696
C -2.142 -0.758 -0.441
C -1.309 -1.686 -0.171
C 0.034 -1.543 0.066
N 0.765 -0.514 -0.154
N 1.978 0.092 0.115
C 2.540 0.610 -1.176
H 1.859 0.807 -1.747
C 3.672 1.671 -0.612
C 5.071 1.051 -0.604
C 5.110 -0.351 0.292
H 5.092 -1.255 -0.542
H 6.152 -0.487 0.649
C 4.270 -0.455 1.219
H 4.540 -1.263 2.085
H 3.955 0.348 1.761
C 2.708 -1.011 0.941
H 3.004 -1.873 0.205
H 2.182 -1.373 1.830
H 5.571 1.199 -1.693
H 5.713 1.811 0.123
H 3.301 1.833 0.282
H 3.698 2.541 -1.426
H 3.037 -0.268 -1.617
H 0.636 -2.454 0.666
O -1.548 0.555 -1.018
H 0.071 0.248 -0.650
C -4.181 0.332 -1.211
C -4.251 1.271 -0.252
C -3.985 2.662 -0.342
C -4.097 3.486 0.982
C -4.481 2.255 1.572
O -4.568 1.124 1.309
H -4.763 2.239 2.805
H -4.127 4.435 1.325
H -3.570 3.166 -1.074
H -5.358 -0.028 -1.163
H -3.880 0.620 -2.135
H -3.806 -3.990 0.374

***

ORCA calculation (ωB97M-V/def2-TZVPD) on C29H37MnN3O7PS3 as an isolated structure at a distorted geometry.

Values from the calculation:
Calculated total energy: -4505.11571 Eh
LUMO level (spin up / spin down): 4.00 / 4.00 eV
Total charge: -2
HOMO (spin up / spin down): -0.135 / -0.940 eV
HOMO-LUMO gap (spin up / spin down): 4.131 / 4.936 eV
2S+1: 5
Max |F|: 2.4 eV/A

CARTESIAN COORDINATES (ANGSTROEM)
Mn -0.038 0.913 -0.979
C 0.845 -2.180 4.940
O -0.171 -3.173 4.762
C -1.451 -2.674 4.696
C -2.350 -3.024 5.690
C -3.656 -2.558 5.648
C -4.060 -1.752 4.592
C -3.169 -1.420 3.582
C -1.851 -1.875 3.617
N -0.913 -1.605 2.609
C -1.079 -0.566 1.665
N -1.372 0.619 2.251
C -1.307 1.937 1.728
C -0.954 2.273 0.418
C -1.010 3.642 0.122
C -1.387 4.615 1.040
C -1.747 4.248 2.330
C -1.723 2.906 2.648
O -2.070 2.490 3.946
C -3.472 2.410 4.112
N -0.896 -0.726 0.414
C -0.596 -2.025 -0.035
C 0.684 -2.314 -0.487
C 1.000 -3.584 -0.960
C 0.032 -4.572 -0.986
C -1.260 -4.298 -0.543
C -1.576 -3.031 -0.073
O -2.812 -2.671 0.387
C -3.817 -3.650 0.364
H 1.629 -2.634 5.546
H 0.452 -1.307 5.465
H 1.265 -1.872 3.984
H -2.009 -3.660 6.497
H -4.354 -2.827 6.431
H -5.080 -1.392 4.541
H -3.498 -0.828 2.739
H -0.544 -2.453 2.197
H -1.360 0.611 3.258
H -0.738 3.972 -0.874
H -1.398 5.662 0.753
H -2.038 4.980 3.075
H -3.932 3.403 4.074
H -3.663 1.969 5.093
H -3.923 1.772 3.345
H 1.414 -1.511 -0.461
H 2.003 -3.790 -1.314
H 0.269 -5.562 -1.358
H -2.004 -5.081 -0.579
H -4.715 -3.180 0.762
H -3.561 -4.507 0.998
H -4.023 -3.989 -0.656
S -1.410 0.845 -5.374
C -1.339 0.902 -3.650
S -0.991 2.348 -2.748
S -0.962 -0.571 -2.805
C 4.554 -0.663 -5.416
C 3.302 -0.450 -4.588
O 3.363 0.853 -4.021
P 2.230 1.171 -2.808
O 3.243 1.566 -1.615
C 4.254 2.545 -1.776
C 5.624 1.893 -1.713
O 1.835 2.665 -3.314
C 1.095 2.712 -4.562
C 1.971 3.489 -5.534
H 4.536 -1.642 -5.899
H 5.443 -0.599 -4.784
H 4.638 0.110 -6.182
H 3.238 -1.213 -3.805
H 2.412 -0.537 -5.220
H 4.143 3.254 -0.950
H 4.140 3.108 -2.705
H 5.730 1.328 -0.786
H 6.415 2.648 -1.761
H 5.750 1.199 -2.545
H 0.128 3.204 -4.404
H 0.868 1.725 -4.961
H 2.191 4.483 -5.134
H 1.463 3.598 -6.496
H 2.926 2.983 -5.695
O 1.195 0.912 0.239

***

ORCA calculation (ωB97M-V/def2-TZVPD) on C40H66Ge2N4O5PS4SiTi as an isolated structure at a distorted geometry.

Values from the calculation:
Calculated total energy: -9385.94854 Eh
LUMO level (spin up / spin down): 1.53 / 1.43 eV
Total charge: -1
HOMO (spin up / spin down): -2.969 / -3.234 eV
HOMO-LUMO gap (spin up / spin down): 4.498 / 4.667 eV
2S+1: 3
Energy relative to the best compared isomer or geometry (same formula, charge and spin): 206.0 kJ/mol
Max |F|: 2.3 eV/A

CARTESIAN COORDINATES (ANGSTROEM)
Ti 0.311 -0.312 0.333
C -3.027 3.724 2.908
C -2.449 3.025 1.664
Ge -0.880 1.743 1.817
C 0.626 2.938 2.477
C 0.246 4.244 3.186
C -1.342 1.004 3.621
C -1.009 -0.217 4.066
Ge 0.022 -1.335 2.735
C -1.075 -3.014 2.436
C -0.554 -4.360 2.973
C 1.718 -1.883 3.669
C 1.686 -2.516 5.067
C -1.454 -0.679 5.424
C -1.520 -2.041 5.740
C -1.950 -2.489 6.985
C -2.332 -1.579 7.963
C -2.272 -0.220 7.672
C -1.838 0.221 6.430
H -3.940 4.276 2.639
H -2.336 4.441 3.354
H -3.310 3.001 3.679
H -2.200 3.772 0.902
H -3.249 2.413 1.236
H 1.276 3.169 1.625
H 1.187 2.309 3.178
H -0.331 4.894 2.521
H 1.132 4.809 3.513
H -0.358 4.042 4.075
H -1.950 1.647 4.274
H -1.156 -3.087 1.352
H -2.088 -2.825 2.806
H 0.533 -4.449 2.862
H -1.006 -5.201 2.433
H -0.792 -4.501 4.033
H 2.308 -0.957 3.719
H 2.249 -2.550 2.977
H 1.158 -1.882 5.782
H 2.704 -2.671 5.451
H 1.186 -3.491 5.055
H -1.219 -2.753 4.982
H -1.979 -3.555 7.189
H -2.668 -1.919 8.935
H -2.565 0.505 8.425
H -1.789 1.285 6.237
S -2.946 1.855 -1.960
S -2.470 3.567 -2.673
S -0.277 3.655 -2.794
S 0.509 2.222 -1.593
C 1.390 -1.567 -5.504
N 0.305 -2.282 -4.714
C -1.053 -1.711 -5.111
N -1.059 -0.300 -4.965
C -0.002 0.332 -5.739
N 1.318 -0.155 -5.341
C 1.684 0.313 -3.980
P 0.518 -0.239 -2.607
C 0.535 -2.071 -3.238
C -1.052 0.148 -3.554
H 1.249 -1.831 -6.553
H 2.346 -1.943 -5.144
H 0.320 -3.276 -4.930
H -1.792 -2.163 -4.454
H -1.218 -1.994 -6.151
H -0.046 1.406 -5.570
H -0.152 0.121 -6.802
H 1.708 1.401 -3.990
H 2.693 -0.047 -3.765
H -0.267 -2.562 -2.694
H 1.490 -2.527 -2.981
H -1.199 1.223 -3.559
H -1.888 -0.314 -3.040
O -2.314 -2.332 -1.819
C -2.289 -1.675 -0.794
O -1.214 -1.115 -0.325
C -3.545 -1.429 -0.012
C -4.756 -1.848 -0.534
C -5.965 -1.566 0.111
C -5.888 -0.852 1.279
O -6.910 -0.446 2.083
C -6.298 0.271 3.168
O -4.890 0.226 2.983
C -4.681 -0.446 1.808
C -3.491 -0.715 1.193
H -4.741 -2.393 -1.469
H -6.919 -1.886 -0.288
H -6.563 -0.199 4.112
H -6.645 1.303 3.162
H -2.552 -0.378 1.610
C 3.951 -2.106 -1.868
Si 3.285 -2.547 -0.146
C 4.414 -1.695 1.111
C 3.771 -4.369 0.030
C 1.502 -2.248 0.051
H 3.638 -1.098 -2.168
H 5.047 -2.135 -1.881
H 3.595 -2.817 -2.626
H 5.123 -0.999 0.638
H 4.996 -2.437 1.668
H 3.824 -1.128 1.836
H 4.854 -4.510 -0.114
H 3.250 -5.006 -0.698
H 3.520 -4.737 1.035
H 1.205 -2.879 0.900
H 0.970 -2.670 -0.812
O 1.904 0.608 0.595
C 2.971 1.216 0.709
C 3.763 1.691 -0.469
C 3.765 3.228 -0.612
C 4.748 3.933 0.322
C 4.422 3.735 1.800
C 4.582 2.281 2.241
N 3.454 1.408 1.924
H 3.304 1.246 -1.348
H 4.793 1.328 -0.393
H 2.753 3.599 -0.446
H 4.019 3.468 -1.647
H 4.740 5.002 0.091
H 5.766 3.568 0.129
H 3.397 4.059 2.002
H 5.091 4.351 2.405
H 4.710 2.234 3.320
H 5.487 1.867 1.788
H 2.762 1.273 2.645

***

ORCA calculation (ωB97M-V/def2-TZVPD) on one molecule with the formula C4H11NOS at a distorted geometry.

Values from the calculation:
Calculated total energy: -687.13460 Eh
LUMO level: 0.87 eV
HOMO: -8.867 eV
HOMO-LUMO gap: 9.736 eV
Structure (SMILES): OCNCCCS
2S+1: 1
Energy relative to the best compared isomer or geometry (same formula, charge and spin): 196.2 kJ/mol
Max |F|: 2.7 eV/A

CARTESIAN COORDINATES (ANGSTROEM)
C -0.058 0.153 0.871
N 0.432 -1.257 0.735
C -0.490 -2.373 0.531
O -1.436 -2.142 -0.492
C 0.166 0.858 -0.490
C 0.255 2.339 -0.363
S 0.768 3.159 -1.853
H -1.040 0.198 1.350
H 0.571 0.604 1.654
H 0.965 -1.525 1.553
H -1.063 -2.444 1.486
H -0.004 -3.333 0.342
H -1.050 -2.392 -1.343
H -0.557 0.361 -1.132
H 1.148 0.403 -0.714
H 1.007 2.478 0.445
H -0.568 2.797 0.195
H 0.954 2.117 -2.776

***

ORCA calculation (ωB97M-V/def2-TZVPD) on C24H40BrCuO7P2 as an isolated structure.

Values from the calculation:
Calculated total energy: -6362.57970 Eh
LUMO level: 0.51 eV
HOMO: -6.986 eV
HOMO-LUMO gap: 7.499 eV
2S+1: 1
Energy relative to the best compared isomer or geometry (same formula, charge and spin): 39.7 kJ/mol
Max |F|: 0.5 eV/A

CARTESIAN COORDINATES (ANGSTROEM)
Cu 1.795 -0.623 0.675
Br 4.976 -0.219 0.853
C 5.067 -2.120 0.667
C 6.322 -2.632 0.808
C 6.537 -4.016 0.649
C 5.487 -4.820 0.335
C 4.181 -4.293 0.173
C 3.128 -5.167 -0.194
C 1.873 -4.675 -0.372
C 1.622 -3.301 -0.154
C 2.580 -2.380 0.222
C 3.911 -2.903 0.359
H 7.149 -1.973 1.031
H 7.533 -4.421 0.770
H 5.629 -5.886 0.197
H 3.350 -6.219 -0.335
H 1.064 -5.333 -0.668
H 0.596 -2.972 -0.287
C -1.714 5.433 -0.293
C -2.660 4.582 -1.114
C -2.274 4.477 -2.572
O -2.800 3.251 -0.539
P -1.609 2.256 -0.228
O -0.334 2.543 -0.907
C -2.360 0.701 -0.722
P -1.294 -0.757 -0.664
O -0.428 -0.737 0.534
O -0.604 -0.899 -2.055
C 0.550 -0.114 -2.511
C 0.068 0.863 -3.557
C 1.561 -1.109 -3.025
O -2.271 -1.986 -0.743
C -2.948 -2.699 0.332
C -4.076 -1.860 0.896
C -1.994 -3.204 1.395
O -1.450 2.243 1.338
C -2.548 2.002 2.256
C -2.880 3.300 2.955
C -2.090 0.902 3.186
H -1.603 6.407 -0.771
H -0.728 4.971 -0.232
H -2.095 5.590 0.715
H -3.673 4.980 -1.033
H -1.254 4.105 -2.677
H -2.340 5.463 -3.034
H -2.953 3.807 -3.100
H -2.696 0.849 -1.750
H -3.235 0.477 -0.111
H 0.945 0.429 -1.648
H -0.429 0.331 -4.370
H 0.920 1.407 -3.966
H -0.620 1.592 -3.134
H 1.130 -1.698 -3.837
H 1.884 -1.783 -2.231
H 2.432 -0.574 -3.403
H -3.370 -3.554 -0.198
H -3.701 -1.086 1.570
H -4.746 -2.499 1.471
H -4.653 -1.392 0.098
H -1.473 -2.389 1.891
H -1.241 -3.866 0.970
H -2.567 -3.761 2.139
H -3.424 1.672 1.687
H -2.005 3.667 3.494
H -3.689 3.143 3.670
H -3.195 4.057 2.239
H -1.243 1.243 3.782
H -1.762 0.030 2.619
H -2.898 0.610 3.859
C 2.567 2.380 0.861
O 2.182 1.233 1.625
H 3.430 2.151 0.232
H 2.801 3.214 1.523
H 1.713 2.635 0.239
H 2.949 0.923 2.122